(1)
{
  "formula": "C41H78Br4N10O3",
  "method": "ωB97M-V with the def2-TZVPD basis set",
  "total_energy_ha": -12678.205137,
  "molar_mass_g_mol": 1078.758,
  "smiles": "CN(C)C=O.CN(C)C=O.CN(C)C=O.BrCCBr.BrCCBr.CCCC#N.CCCC#N.CCCC#N.CCCC#N.CCCC#N.CCCC#N.CCCC#N",
  "homo_lumo_gap_ev": 9.29,
  "symbols": ["C", "O", "N", "C", "C", "H", "H", "H", "H", "H", "H", "H", "C", "O", "N", "C", "C", "H", "H", "H", "H", "H", "H", "H", "C", "O", "N", "C", "C", "H", "H", "H", "H", "H", "H", "H", "C", "C", "C", "C", "N", "H", "H", "H", "H", "H", "H", "H", "C", "C", "C", "C", "N", "H", "H", "H", "H", "H", "H", "H", "C", "C", "C", "C", "N", "H", "H", "H", "H", "H", "H", "H", "C", "C", "C", "C", "N", "H", "H", "H", "H", "H", "H", "H", "C", "C", "C", "C", "N", "H", "H", "H", "H", "H", "H", "H", "C", "C", "C", "C", "N", "H", "H", "H", "H", "H", "H", "H", "C", "C", "C", "C", "N", "H", "H", "H", "H", "H", "H", "H", "Br", "C", "C", "Br", "H", "H", "H", "H", "Br", "C", "C", "Br", "H", "H", "H", "H"],
  "coordinates": [[0.333, -0.584, -1.373], [0.457, -1.791, -1.599], [-0.105, -0.113, -0.206], [-0.078, 1.334, -0.028], [-0.523, -0.959, 0.908], [0.515, 0.223, -2.098], [-1.121, 1.457, 0.262], [0.153, 1.983, -0.872], [0.601, 1.571, 0.792], [0.039, -0.858, 1.836], [-1.528, -0.742, 1.270], [-0.463, -2.032, 0.727], [3.463, -0.451, 1.020], [2.745, -1.150, 1.787], [4.802, -0.343, 1.147], [5.606, 0.468, 0.266], [5.546, -1.139, 2.161], [3.108, 0.019, 0.090], [4.992, 1.041, -0.430], [6.211, -0.121, -0.423], [6.258, 1.050, 0.917], [6.321, -0.621, 2.725], [4.958, -1.675, 2.906], [6.125, -1.911, 1.655], [-0.790, -1.232, 5.664], [-1.729, -1.462, 6.392], [-0.166, -0.097, 5.704], [-0.367, 0.950, 6.697], [0.999, 0.184, 4.715], [-0.486, -1.786, 4.762], [-1.210, 0.805, 7.372], [-0.363, 1.829, 6.051], [0.491, 0.977, 7.368], [0.907, 1.165, 4.249], [2.014, 0.066, 5.092], [0.890, -0.514, 3.885], [-2.118, 5.836, -4.663], [-1.738, 4.723, -3.770], [-0.568, 3.882, -4.226], [0.661, 4.621, -4.307], [1.648, 5.233, -4.307], [-2.184, 5.642, -5.733], [-1.457, 6.680, -4.466], [-3.125, 6.198, -4.456], [-2.602, 4.089, -3.568], [-1.444, 5.162, -2.817], [-0.727, 3.603, -5.268], [-0.438, 2.987, -3.617], [-0.093, 5.653, 0.300], [0.764, 6.889, 0.249], [2.288, 6.454, 0.434], [3.245, 7.557, 0.542], [4.017, 8.431, 0.616], [-1.039, 5.858, -0.200], [-0.094, 5.181, 1.283], [0.269, 4.794, -0.265], [0.408, 7.484, 1.090], [0.663, 7.413, -0.702], [2.530, 5.836, -0.431], [2.338, 5.856, 1.343], [-5.402, -1.137, -4.199], [-3.948, -1.445, -4.133], [-3.142, -0.393, -3.361], [-3.229, -0.476, -1.903], [-3.360, -0.493, -0.718], [-5.889, -1.617, -5.048], [-5.713, -0.109, -4.387], [-5.925, -1.602, -3.364], [-3.530, -1.575, -5.131], [-3.830, -2.414, -3.648], [-3.312, 0.600, -3.779], [-2.091, -0.536, -3.608], [5.372, 0.847, -3.229], [4.859, 2.264, -3.134], [3.397, 2.584, -2.937], [2.386, 1.758, -3.611], [1.576, 1.101, -4.121], [6.437, 1.009, -3.395], [4.929, 0.258, -4.033], [5.262, 0.264, -2.315], [5.135, 2.775, -4.056], [5.607, 2.843, -2.594], [3.273, 3.602, -3.306], [3.145, 2.635, -1.877], [-2.698, 3.022, 2.735], [-3.519, 1.838, 2.114], [-4.415, 2.172, 0.858], [-3.585, 2.669, -0.235], [-2.977, 3.104, -1.129], [-3.376, 3.501, 3.441], [-2.449, 3.764, 1.976], [-1.815, 2.752, 3.313], [-4.162, 1.355, 2.850], [-3.006, 0.980, 1.678], [-5.071, 3.009, 1.097], [-4.982, 1.317, 0.492], [-0.166, -6.315, -0.853], [-0.795, -4.877, -1.069], [-1.702, -4.454, 0.137], [-2.668, -5.442, 0.488], [-3.441, -6.251, 0.839], [0.504, -6.255, 0.005], [0.312, -6.657, -1.771], [-0.898, -7.066, -0.556], [-1.462, -4.944, -1.928], [0.042, -4.216, -1.296], [-2.139, -3.492, -0.134], [-1.083, -4.263, 1.013], [-2.830, -2.678, 2.821], [-3.412, -3.818, 3.619], [-4.788, -4.358, 3.214], [-5.227, -5.653, 3.775], [-5.570, -6.678, 4.203], [-3.506, -1.834, 2.958], [-2.946, -2.944, 1.770], [-1.861, -2.312, 3.159], [-3.406, -3.469, 4.652], [-2.642, -4.588, 3.572], [-4.844, -4.553, 2.143], [-5.488, -3.544, 3.404], [4.068, -2.627, -2.898], [2.675, -2.271, -4.234], [1.758, -3.520, -4.598], [2.788, -5.162, -4.867], [3.159, -1.947, -5.156], [2.102, -1.433, -3.836], [1.217, -3.266, -5.509], [0.978, -3.791, -3.887], [0.878, -3.315, 3.161], [2.119, -4.827, 3.156], [3.230, -4.425, 4.131], [4.476, -5.954, 4.248], [2.374, -5.030, 2.115], [1.684, -5.793, 3.412], [2.959, -4.208, 5.164], [3.783, -3.600, 3.681]],
  "lowdin_charge": [-0.35, -0.02, -0.15, -0.04, -0.07, 0.10, 0.06, 0.08, 0.09, 0.04, 0.05, 0.05, -0.28, -0.08, -0.17, -0.06, -0.02, 0.13, 0.07, 0.09, 0.10, 0.09, 0.07, 0.09, -0.42, 0.02, -0.16, -0.03, -0.01, 0.04, 0.09, 0.08, 0.09, 0.07, 0.09, 0.01, -0.12, -0.30, -0.20, -0.24, 0.16, 0.08, 0.08, 0.08, 0.08, 0.10, 0.13, 0.10, -0.14, -0.23, -0.18, -0.23, 0.13, 0.07, 0.07, 0.06, 0.11, 0.11, 0.11, 0.11, -0.12, -0.26, -0.18, -0.16, 0.18, 0.07, 0.08, 0.08, 0.11, 0.11, 0.12, 0.11, -0.12, -0.27, -0.18, -0.19, 0.17, 0.09, 0.06, 0.01, 0.11, 0.12, 0.09, 0.11, -0.07, -0.22, -0.18, -0.24, 0.17, 0.07, 0.05, 0.06, 0.10, 0.06, 0.12, 0.10, -0.08, -0.20, -0.21, -0.23, 0.18, 0.06, 0.07, 0.06, 0.10, 0.08, 0.10, 0.08, -0.12, -0.26, -0.19, -0.22, 0.13, 0.08, 0.05, 0.02, 0.11, 0.10, 0.08, 0.12, 0.58, -0.65, -0.64, 0.57, 0.05, 0.00, 0.05, 0.03, 0.81, -0.65, -0.67, 0.59, 0.06, 0.06, 0.06, 0.03]
}

***

(2)
{
  "formula": "C3H7N3O",
  "method": "ωB97M-V with the def2-TZVPD basis set",
  "e_above_lowest_kcal_mol": 96.33,
  "total_energy_ha": -357.896366,
  "molar_mass_g_mol": 101.109,
  "homo_lumo_gap_ev": 9.94,
  "symbols": ["C", "N", "C", "O", "N", "C", "N", "H", "H", "H", "H", "H", "H", "H"],
  "coordinates": [[-0.983, -0.149, -1.584], [-0.866, 0.532, -0.304], [2.239, 0.647, 0.226], [1.709, -0.612, 0.025], [1.439, 0.857, 1.304], [0.761, -0.397, 1.111], [-0.608, -0.319, 0.786], [-0.096, -0.769, -1.728], [-1.004, 0.601, -2.380], [-1.883, -0.780, -1.671], [-1.705, 1.058, -0.089], [1.117, 1.720, 1.711], [0.904, -1.144, 1.898], [-1.024, -1.245, 0.693]],
  "nbo_charge": [-0.44, -0.47, 0.33, -0.54, -0.67, 0.37, -0.48, 0.22, 0.21, 0.16, 0.35, 0.41, 0.18, 0.35]
}

***

(3)
{
  "formula": "C23H43FN2O8P3S",
  "method": "ωB97M-V with the def2-TZVPD basis set",
  "total_energy_ha": -3135.408516,
  "molar_mass_g_mol": 619.590,
  "smiles": "CC[C@@H](C)[C@]1(P(C)CC)O[C@@H](CCOC=O)[C@@](CC(=O)O)([C@@H](C)CC)[N@+](N=C=S)(PP(=O)(O)O)[C@H]1CCF",
  "homo_lumo_gap_ev": 6.49,
  "charge": 1,
  "symbols": ["C", "C", "C", "C", "C", "P", "C", "C", "C", "O", "C", "C", "C", "O", "C", "O", "C", "C", "C", "O", "O", "C", "C", "C", "C", "N", "N", "C", "S", "P", "P", "O", "O", "O", "C", "C", "C", "F", "H", "H", "H", "H", "H", "H", "H", "H", "H", "H", "H", "H", "H", "H", "H", "H", "H", "H", "H", "H", "H", "H", "H", "H", "H", "H", "H", "H", "H", "H", "H", "H", "H", "H", "H", "H", "H", "H", "H", "H", "H", "H", "H"],
  "coordinates": [[1.699, 4.607, 0.416], [1.532, 3.100, 0.130], [0.355, 2.850, -0.830], [0.853, 3.121, -2.254], [-0.414, 1.505, -0.590], [-2.268, 2.022, -0.905], [-2.307, 3.115, -2.396], [-3.354, 0.685, -1.553], [-4.135, -0.052, -0.442], [-0.404, 1.334, 0.821], [-0.178, 0.154, 1.576], [-1.531, -0.255, 2.207], [-1.511, -0.482, 3.720], [-2.487, 0.397, 4.315], [-3.498, -0.205, 4.981], [-4.616, 0.204, 4.961], [0.695, -0.923, 0.895], [2.218, -0.520, 0.885], [2.739, 0.655, 1.708], [2.415, 0.934, 2.823], [3.728, 1.366, 1.107], [0.690, -2.319, 1.619], [1.295, -2.098, 3.048], [-0.521, -3.256, 1.825], [-1.098, -4.141, 0.710], [0.296, -1.013, -0.626], [-1.110, -1.418, -0.587], [-1.567, -2.238, -1.391], [-2.309, -3.110, -2.419], [1.079, -2.345, -1.677], [3.281, -2.114, -1.945], [4.016, -2.541, -0.749], [3.654, -0.665, -2.467], [3.502, -2.966, -3.254], [0.300, 0.346, -1.341], [-0.076, 0.224, -2.827], [1.067, 0.315, -3.840], [1.362, -0.954, -4.339], [2.319, 4.729, 1.305], [0.738, 5.066, 0.653], [2.183, 5.134, -0.403], [1.419, 2.609, 1.090], [2.454, 2.794, -0.369], [-0.373, 3.631, -0.594], [0.161, 2.861, -3.049], [1.043, 4.190, -2.356], [1.807, 2.627, -2.452], [-2.183, 2.598, -3.350], [-1.635, 3.962, -2.311], [-3.323, 3.515, -2.385], [-4.092, 1.241, -2.138], [-2.896, 0.010, -2.275], [-4.185, -1.126, -0.613], [-3.728, 0.146, 0.545], [-5.168, 0.294, -0.423], [0.407, 0.498, 2.425], [-2.015, -1.077, 1.686], [-2.182, 0.606, 2.067], [-1.765, -1.508, 3.996], [-0.547, -0.246, 4.172], [-3.202, -1.080, 5.583], [2.557, -0.351, -0.133], [2.810, -1.379, 1.203], [4.226, 0.811, 0.495], [1.445, -2.934, 1.126], [0.604, -2.454, 3.809], [2.222, -2.659, 3.158], [1.508, -1.063, 3.292], [-0.127, -3.976, 2.548], [-1.348, -2.812, 2.370], [-1.476, -5.058, 1.164], [-1.974, -3.694, 0.243], [-0.381, -4.457, -0.047], [1.207, -3.331, -0.692], [4.274, -0.243, -1.857], [3.109, -3.850, -3.230], [1.352, 0.655, -1.330], [-0.771, 1.027, -3.055], [-0.617, -0.689, -3.071], [0.772, 0.931, -4.689], [1.980, 0.735, -3.425]],
  "lowdin_charge": [-0.06, -0.20, -0.33, -0.05, -0.44, 1.08, -0.28, -0.42, -0.15, -0.11, -0.22, -0.08, -0.15, -0.02, -0.35, 0.12, -0.21, -0.03, -0.49, 0.15, 0.11, -0.27, -0.02, -0.20, -0.11, -0.22, 0.09, -0.88, 0.93, 1.09, 0.27, -0.29, -0.13, -0.11, -0.19, -0.14, -0.19, -0.08, 0.08, 0.08, 0.07, 0.10, 0.10, 0.10, 0.06, 0.10, 0.08, 0.04, 0.03, 0.05, 0.07, 0.04, 0.05, 0.03, 0.08, 0.13, 0.09, 0.12, 0.11, 0.13, 0.15, 0.06, 0.12, 0.11, 0.10, 0.09, 0.10, 0.06, 0.12, 0.09, 0.09, 0.03, 0.05, -0.04, 0.10, 0.10, 0.13, 0.08, 0.08, 0.13, 0.09]
}